Record 1
Formula: C52H43N4OP2RhS
Source: the Open Molecules 2025 dataset
Level of theory: ωB97M-V with the def2-TZVPD basis set

Total charge: +2
Spin multiplicity: 5
Frontier orbital gap (alpha / beta) in eV: 7.121 / 5.688
Highest occupied orbital energy (alpha / beta) in eV: -12.96 / -13.22
⟨S²⟩: 6.088

CARTESIAN COORDINATES (ANGSTROEM)
C1 1.206 -3.832 3.965
C2 -3.642 -3.569 -1.836
H1 1.966 1.758 2.274
C3 1.596 0.901 -6.683
C4 0.686 -0.505 5.845
P1 -0.669 0.758 2.214
H2 -4.594 -4.027 -2.066
C5 0.174 0.294 4.837
H3 2.279 0.452 -8.654
C6 3.313 2.138 -7.811
C7 -5.238 0.491 2.472
H4 1.470 -2.411 6.389
C8 3.398 -0.267 -3.088
C9 3.377 -1.122 -4.180
C10 -1.174 -2.402 -1.255
H5 0.303 0.729 -4.504
C11 -2.024 5.722 -1.654
C12 0.961 -2.942 1.633
C13 1.741 1.757 -5.579
C14 1.484 -2.278 -3.244
C15 1.489 -1.410 -2.151
H6 3.434 -5.404 0.110
C16 1.320 2.588 2.548
C17 2.736 -4.698 0.538
C18 -2.901 -2.967 -2.841
H7 -2.842 2.855 0.827
Rh1 -0.208 0.641 -0.103
C19 -0.872 3.469 3.025
C20 2.456 -0.409 -2.080
H8 3.929 2.293 -8.686
C21 2.384 1.099 -7.795
H9 0.839 -0.092 6.832
H10 2.373 -3.726 -1.326
C22 -0.061 2.406 2.647
N1 1.044 2.226 -3.379
C23 1.880 3.824 2.815
C24 -0.043 -4.709 4.169
C25 -3.197 0.183 1.250
C26 -2.622 3.669 0.150
H11 2.581 -5.393 4.575
H12 -1.566 -3.040 0.772
C27 2.420 -2.127 -4.256
H13 0.869 0.098 -6.651
C28 -1.105 4.717 -1.468
C29 0.287 -1.581 3.367
H14 0.773 -3.091 -3.297
H15 2.950 3.959 2.741
H16 0.172 -5.743 3.898
H17 3.256 -3.763 4.709
N2 0.540 2.478 -1.166
C30 -1.928 -3.012 -0.246
H18 2.487 0.270 -1.233
C31 2.670 2.807 -5.588
H19 -0.877 -4.360 3.558
H20 -0.352 -4.681 5.215
H21 4.173 3.786 -6.739
C32 3.451 2.983 -6.711
C33 2.352 -4.360 4.828
H22 2.983 -5.464 2.512
C34 -0.030 -0.249 3.568
H23 -1.807 6.529 -2.341
H24 -2.585 1.401 4.361
H25 2.763 3.450 -4.727
C35 -4.579 0.089 1.320
H26 -5.032 1.264 4.465
H27 2.416 -2.811 -5.094
C36 1.221 -2.850 0.275
H28 -1.943 3.346 3.111
H29 -3.948 6.506 -1.113
H30 4.112 -1.015 -4.966
H31 -0.034 1.338 5.031
C37 -3.154 -3.588 -0.537
H32 4.146 0.511 -3.017
N3 0.944 1.523 -4.486
C38 1.040 -1.826 5.589
C39 -3.525 4.684 -0.057
C40 -3.138 1.056 3.496
C41 1.065 4.887 3.186
C42 -3.233 5.711 -0.956
C43 -1.403 3.668 -0.565
H33 -3.273 -2.956 -3.857
H34 -1.123 -1.912 -3.352
C44 -1.677 -2.383 -2.554
H35 -0.938 5.532 3.596
C45 -0.306 4.708 3.295
C46 1.581 -3.843 2.486
P2 0.377 -1.599 -0.734
O1 0.010 -2.075 2.119
C47 -4.518 0.969 3.560
H36 2.072 -4.362 5.880
H37 -5.136 -0.303 0.480
N4 -0.529 2.659 -0.357
C48 2.127 -3.758 -0.276
C49 0.861 -2.393 4.334
H38 -2.693 -0.154 0.347
H39 1.503 5.853 3.400
C50 0.202 1.919 -2.417
H40 -0.153 4.732 -1.981
H41 -3.724 -4.059 0.252
S1 -1.075 0.780 -2.440
C51 2.475 -4.731 1.902
H42 -4.466 4.685 0.475
C52 -2.469 0.682 2.328
H43 -6.316 0.421 2.529

***

Record 2
Formula: H30O23S2Zn3
Source: the Open Molecules 2025 dataset
Level of theory: ωB97M-V with the def2-TZVPD basis set

Total charge: +2
Frontier orbital gap in eV: 2.419
Highest occupied orbital energy in eV: -12.57

CARTESIAN COORDINATES (ANGSTROEM)
H1 -2.100 -3.437 -4.468
H2 -2.285 2.218 3.022
O1 -4.538 1.075 -3.940
O2 4.945 -0.273 -2.873
O3 0.285 -2.234 4.801
H3 -4.905 1.591 -4.658
O4 -0.845 0.481 -1.137
H4 -0.068 3.583 -5.156
H5 -4.346 0.373 0.434
O5 2.001 2.331 3.872
H6 5.989 2.914 -0.024
O6 -2.829 2.426 3.782
H7 5.373 2.719 1.344
O7 -3.060 -4.850 0.333
H8 -3.933 -4.664 -0.013
H9 1.723 3.998 -0.065
O8 5.655 2.239 0.566
H10 0.496 -1.311 4.940
H11 0.536 -2.664 5.618
O9 -2.447 -2.544 -4.474
H12 4.871 -1.170 3.936
O10 -0.808 3.250 -4.648
H13 -4.781 -1.999 3.524
H14 1.451 2.201 3.099
H15 -5.629 1.164 0.571
H16 4.820 0.376 -3.566
H17 5.543 -0.917 -3.252
S1 2.505 -5.122 0.337
O11 3.344 -6.179 0.920
Zn1 -1.381 -3.544 2.555
H18 -4.073 -2.531 4.752
H19 -1.617 5.661 -0.713
O12 -0.847 -0.747 0.846
O13 -5.254 0.400 0.133
O14 -0.477 1.608 0.920
H20 1.715 5.089 0.985
O15 4.288 -0.916 3.220
O16 3.334 -3.927 0.093
H21 -2.710 3.367 3.911
Zn2 4.545 -0.752 0.176
O17 1.435 -0.536 -4.872
O18 2.151 4.820 0.176
H22 -2.539 -5.077 -0.437
H23 1.786 -1.413 -4.719
O19 2.098 -5.699 -0.900
H24 1.703 3.162 4.242
O20 1.243 0.215 0.065
H25 -1.836 4.360 0.028
S2 -0.198 0.351 0.156
H26 -1.204 4.031 -4.262
H27 -5.174 1.163 -3.231
Zn3 -1.466 0.383 -4.302
H28 -3.385 -2.652 -4.630
O21 1.318 -4.732 1.146
H29 2.168 -0.046 -5.245
H30 3.720 -0.246 3.600
O22 -2.301 5.122 -0.315
O23 -4.006 -2.489 3.798

***

Record 3
Formula: C7H10N2O
Source: the Open Molecules 2025 dataset
Level of theory: ωB97M-V with the def2-TZVPD basis set

Frontier orbital gap in eV: 9.865
Highest occupied orbital energy in eV: -9.22
Relative energy (zero: lowest compared OMol25 entry of this formula, charge and spin) in eV: 3.707

CARTESIAN COORDINATES (ANGSTROEM)
C1 0.719 0.800 -2.337
H1 0.741 -0.553 2.333
C2 -0.844 -1.610 1.641
H2 -1.157 1.166 0.584
H3 1.212 0.492 -3.238
H4 -1.960 -1.692 1.597
H5 0.777 -2.049 0.382
C3 -0.248 0.588 0.736
O1 -0.855 2.936 -2.551
H6 -0.624 -2.407 2.470
H7 -0.784 -2.574 -0.468
C4 0.036 2.126 -2.391
N1 1.289 2.081 -1.787
C5 0.012 -0.489 -0.334
H8 0.537 1.334 0.576
N2 0.390 -0.359 -1.535
H9 -0.566 0.224 2.943
C6 -0.289 -1.882 0.249
H10 1.808 2.159 -0.875
C7 -0.192 -0.291 2.004

***

Record 4
Formula: C24H29N4ORbS2
Source: the Open Molecules 2025 dataset
Level of theory: ωB97M-V with the def2-TZVPD basis set

Total charge: -2
Frontier orbital gap in eV: 5.414
Highest occupied orbital energy in eV: -1.47

CARTESIAN COORDINATES (ANGSTROEM)
C1 -2.343 3.509 -4.035
C2 -0.394 -1.118 -3.342
C3 -2.447 -4.035 3.057
C4 0.257 0.371 2.868
H1 0.216 -2.091 4.021
C5 -1.356 -3.437 3.710
H2 -0.914 -3.949 -1.374
H3 -1.459 3.815 0.603
N1 0.198 2.014 -0.695
H4 -2.603 -3.177 -0.261
H5 -2.513 2.234 1.879
C6 -0.502 -2.442 3.287
H6 0.501 -1.630 -3.709
C7 -0.759 1.104 -2.644
C8 6.394 -1.063 1.905
H7 -3.075 -4.701 3.638
H8 1.161 0.942 2.621
C9 -2.747 2.181 -3.842
H9 -1.747 0.769 3.464
H10 5.645 -1.785 1.585
C10 -2.093 1.134 -3.228
H11 5.872 -0.187 2.283
C11 6.817 -0.069 -0.263
H12 -1.440 1.225 0.928
N2 0.014 -0.569 1.798
H13 -1.892 -1.524 -1.843
C12 -2.121 -3.166 0.709
H14 -2.951 4.130 -4.683
H15 -0.654 2.123 3.732
C13 -0.364 -3.010 -1.519
C14 0.490 3.001 0.316
C15 -1.462 1.979 1.716
H16 -1.193 -3.769 4.732
H17 -0.453 3.881 2.049
C16 -1.191 -2.100 -2.455
H18 7.023 -1.497 2.683
Rb1 1.742 -0.241 -0.487
H19 -1.006 -0.876 -4.217
H20 -3.737 -4.269 1.413
C17 -0.746 3.243 1.205
H21 0.572 -3.264 -2.027
C18 -0.931 1.342 3.012
O1 7.286 -0.732 0.842
C19 -0.399 3.632 -2.430
S1 8.018 0.294 -1.388
C20 -0.829 -2.507 0.741
H22 -2.617 0.184 -3.225
H23 0.827 3.967 -0.067
C21 -0.306 2.315 -1.841
H24 -3.711 1.922 -4.271
S2 5.187 0.392 -0.308
C22 -2.799 -3.817 1.720
H25 0.310 4.347 -2.029
H26 -1.782 -2.742 -3.117
C23 -0.430 -1.760 2.007
H27 1.304 2.610 0.938
H28 0.431 -0.080 3.847
N3 0.033 0.086 -2.648
C24 -1.243 4.110 -3.412
N4 -0.023 -2.389 -0.255
H29 -1.065 5.142 -3.695

***

Record 5
Formula: C40H45Cl10N5O10
Source: the Open Molecules 2025 dataset
Level of theory: ωB97M-V with the def2-TZVPD basis set

Frontier orbital gap in eV: 9.078
Highest occupied orbital energy in eV: -9.72
Relative energy (zero: lowest compared OMol25 entry of this formula, charge and spin) in eV: 0.000

CARTESIAN COORDINATES (ANGSTROEM)
Cl1 -0.915 -3.746 1.544
O1 3.713 -3.369 -1.105
H1 -4.675 -3.539 -7.081
H2 3.022 2.596 -3.387
C1 -2.609 -3.575 -6.510
C2 -1.735 -3.538 -5.384
C3 -3.096 3.717 -1.297
C4 0.077 4.256 3.138
O2 2.921 0.944 2.855
H3 0.677 3.364 1.319
C5 2.352 4.141 2.439
O3 -0.160 -2.972 -3.126
C6 -3.611 -3.205 -3.842
C7 0.982 -6.445 1.372
N1 -1.292 -3.333 -2.921
C8 -2.234 -3.339 -4.103
H4 0.526 -7.001 -1.891
N2 4.200 5.272 3.801
Cl2 0.967 3.692 -2.987
C9 -3.984 -3.458 -6.255
H5 2.342 -5.045 2.245
C10 4.304 2.155 5.024
C11 -4.255 -0.715 1.335
H6 1.195 -3.476 3.766
H7 -4.923 4.673 -1.099
H8 -4.439 0.294 0.968
Cl3 -5.429 -1.846 -0.841
Cl4 -4.377 3.753 1.049
H9 3.894 5.038 -3.152
N3 -2.016 -0.355 -7.429
N4 3.332 -3.733 0.024
N5 2.365 1.088 3.949
H10 1.251 1.467 6.450
H11 2.261 2.391 8.308
H12 4.546 3.498 8.177
C12 1.764 5.197 4.511
H13 2.127 -5.213 -2.123
C13 -1.801 0.037 -6.022
Cl5 -1.651 3.209 -0.396
H14 3.128 3.819 1.761
C14 3.598 4.390 -2.326
C15 -0.508 0.240 -5.561
O4 -1.748 -3.582 -1.818
H15 -3.459 0.682 -3.165
C16 0.499 -6.999 0.223
C17 0.411 4.920 4.346
H16 -4.000 -3.064 -2.844
O5 -3.090 -0.004 -7.957
C18 0.259 -2.935 3.904
H17 0.201 -1.027 -1.473
C19 -4.459 -3.227 -4.952
C20 1.922 -5.405 1.317
H18 -0.306 5.382 5.008
Cl6 3.008 5.373 -0.963
C21 -2.850 0.109 -5.077
H19 0.339 0.023 -6.195
C22 -2.622 0.482 -3.818
C23 2.347 -4.861 0.108
C24 4.128 3.005 7.311
Cl7 2.294 -0.108 -1.637
H20 -3.177 -1.392 -0.446
C25 0.389 0.181 0.297
C26 3.020 1.686 5.127
C27 -1.050 -3.486 3.296
C28 2.771 4.934 3.568
C29 -3.977 -1.723 0.216
C30 1.835 -5.451 -1.111
H21 0.537 -1.943 3.547
H22 -3.354 -0.714 1.948
H23 0.653 -6.760 2.351
H24 -0.682 -3.770 -5.443
H25 -2.133 -3.855 -7.438
C31 -1.386 0.927 -3.389
C32 -0.298 0.809 -4.267
C33 0.945 -6.551 -1.004
C34 2.262 1.823 6.321
H26 -2.786 4.280 -2.178
H27 4.570 3.974 -2.060
H28 2.041 5.764 5.388
C35 2.648 3.189 -2.553
H29 0.684 1.111 -3.934
H30 1.188 0.634 0.884
H31 5.853 3.270 5.902
Cl8 -5.649 -1.169 2.245
O6 -1.040 -0.817 -8.010
H32 -0.263 -7.748 0.376
C36 4.868 2.879 6.114
H33 4.834 2.058 4.088
Cl9 -0.747 -0.473 1.461
C37 0.956 -0.821 -0.715
H34 -3.734 -2.737 0.535
H35 -0.961 4.006 2.973
C38 1.021 3.862 2.213
O7 3.542 -3.136 1.070
O8 1.195 0.788 4.129
H36 1.167 -1.840 -0.391
Cl10 0.004 -2.755 5.687
O9 4.512 5.986 4.682
H37 -3.594 2.780 -1.547
H38 -1.473 -4.365 3.782
C39 -4.031 4.519 -0.492
O10 5.042 4.821 3.081
H39 -1.192 1.319 -2.402
H40 -5.503 -2.979 -4.825
H41 -0.129 0.989 -0.219
C40 2.820 2.490 7.390
H42 -1.764 -2.667 3.371
H43 -3.677 5.481 -0.122
H44 -3.868 -0.118 -5.355
H45 2.404 2.617 -1.658

***

Record 6
Formula: C36H47BBrF4N3OPS2Zr
Source: the Open Molecules 2025 dataset
Level of theory: ωB97M-V with the def2-TZVPD basis set

Total charge: +1
Frontier orbital gap in eV: 6.719
Highest occupied orbital energy in eV: -10.72
Relative energy (zero: lowest compared OMol25 entry of this formula, charge and spin) in eV: 1.777

CARTESIAN COORDINATES (ANGSTROEM)
H1 5.687 -1.304 -2.979
H2 -5.686 -1.330 0.074
H3 4.963 1.067 -2.687
C1 -3.636 -1.899 0.454
C2 -1.550 -4.006 3.771
H4 -6.803 -3.032 1.216
H5 -0.529 -4.121 4.127
S1 -1.611 -4.276 1.989
N1 -0.054 -3.346 0.198
H6 0.491 5.151 0.767
C3 -3.449 -1.221 1.848
H7 -5.516 -4.203 0.996
H8 2.703 -1.178 1.474
C4 -5.189 1.984 1.701
H9 4.141 -3.125 -2.226
H10 -2.002 4.078 5.835
H11 -0.766 2.157 2.215
C5 1.999 4.828 2.306
C6 -4.767 3.356 2.228
H12 2.747 1.514 -1.676
S2 0.080 -1.740 2.317
H13 -3.939 3.157 4.660
C7 1.915 2.107 1.473
H14 -1.930 -3.019 4.033
H15 -2.859 1.894 -0.878
F1 -1.536 -0.364 -3.941
C8 -2.192 0.945 3.319
Br1 0.109 2.635 -0.655
H16 -3.899 3.228 2.878
H17 -0.163 1.547 3.729
C9 2.841 2.557 2.452
H18 2.006 5.863 2.625
H19 4.504 1.966 3.701
H20 -5.577 3.780 2.826
C10 -5.099 -2.249 0.155
C11 -0.480 -3.076 1.397
H21 -2.187 -4.781 4.203
H22 -2.652 -1.743 2.377
C12 -3.656 2.345 -0.294
C13 1.793 -2.753 -0.955
Zr1 0.276 -0.213 -0.254
H23 -4.509 -1.102 3.748
H24 -5.525 -0.717 2.354
C14 -5.718 -3.156 1.230
P1 -2.787 0.458 1.662
C15 1.129 4.427 1.265
H25 -6.111 2.086 1.119
H26 -2.025 3.927 3.320
C16 -1.042 1.991 3.247
B1 -0.707 -0.613 -2.908
H27 -5.148 -2.736 -0.818
O1 -1.508 0.362 0.764
H28 -5.415 1.323 2.540
H29 -2.366 3.553 0.958
H30 -3.032 -2.809 0.414
C17 -4.123 1.355 0.778
H31 -4.084 5.272 1.505
H32 -1.695 -0.005 3.497
H33 -4.234 0.864 4.134
F2 -1.436 -0.716 -1.613
C18 1.797 0.728 1.120
N2 2.303 -0.466 -1.360
H34 -4.496 2.509 -0.979
C19 1.138 3.128 0.882
C20 -3.277 2.470 5.189
C21 -3.234 3.693 0.292
C22 -4.380 4.303 1.097
C23 -3.226 1.107 4.477
N3 0.766 -2.369 -0.314
C24 3.766 1.623 2.981
C25 4.729 -1.068 -2.529
F3 0.083 -1.753 -2.987
C26 -4.719 -1.365 2.711
H35 -5.924 -3.030 3.390
C27 4.333 0.247 -2.369
C28 3.730 0.320 2.578
H36 4.456 -0.391 2.960
H37 -5.240 4.473 0.439
H38 -4.306 -3.461 2.849
H39 -2.927 4.365 -0.513
H40 -1.230 2.491 5.903
C29 3.105 0.502 -1.793
H41 -4.580 0.514 0.250
C30 2.687 -1.741 -1.513
H42 2.005 -3.808 -1.066
C31 3.881 -2.081 -2.106
H43 -0.384 3.894 3.969
H44 3.575 4.224 3.611
H45 -2.971 0.357 5.230
H46 -3.717 2.316 6.177
C32 -1.321 3.333 3.920
C33 2.852 3.918 2.858
C34 -5.170 -2.826 2.631
C35 2.728 -0.121 1.691
C36 -1.905 3.125 5.313
H47 -3.275 -1.251 -0.341
F4 0.180 0.498 -2.566

***

What did the third record say?
Formula: C7H10N2O
Source: the Open Molecules 2025 dataset
Level of theory: ωB97M-V with the def2-TZVPD basis set

Frontier orbital gap in eV: 9.865
Highest occupied orbital energy in eV: -9.22
Relative energy (zero: lowest compared OMol25 entry of this formula, charge and spin) in eV: 3.707

CARTESIAN COORDINATES (ANGSTROEM)
C1 0.719 0.800 -2.337
H1 0.741 -0.553 2.333
C2 -0.844 -1.610 1.641
H2 -1.157 1.166 0.584
H3 1.212 0.492 -3.238
H4 -1.960 -1.692 1.597
H5 0.777 -2.049 0.382
C3 -0.248 0.588 0.736
O1 -0.855 2.936 -2.551
H6 -0.624 -2.407 2.470
H7 -0.784 -2.574 -0.468
C4 0.036 2.126 -2.391
N1 1.289 2.081 -1.787
C5 0.012 -0.489 -0.334
H8 0.537 1.334 0.576
N2 0.390 -0.359 -1.535
H9 -0.566 0.224 2.943
C6 -0.289 -1.882 0.249
H10 1.808 2.159 -0.875
C7 -0.192 -0.291 2.004